109
Properties=species:S:1:pos:R:3:mulliken_charge:R:1 method="wB97M-V/def2-TZVPD" total_charge=-1 total_energy_ha=-2260.92973 largest_force_ev_per_a=3.0
C -2.50786 4.39749 -1.77721 -0.95
C -3.62795 3.39082 -1.13064 -0.03
C -3.49082 1.81228 -1.66660 -0.51
C -4.51146 0.94900 -0.66519 -0.71
C -3.94921 -0.53450 -0.27059 -0.31
C -2.51911 -0.57347 0.51611 -0.46
C -2.13365 0.76953 1.36798 1.30
C -3.24229 1.24628 2.47356 -0.43
C -2.68931 1.43091 4.00024 -0.67
C -1.21709 2.12711 4.14676 -0.64
C -0.93466 3.40361 3.16301 0.12
C 0.70878 3.43860 2.89998 -0.82
C 1.26524 2.17462 2.01772 -0.54
C 0.80275 2.20297 0.42422 0.06
C 2.06904 2.61135 -0.55162 0.47
C 2.18746 4.24574 -0.68100 -0.82
F 1.73605 2.10033 -1.93154 -0.42
H -1.52738 3.81218 -2.03481 0.18
H -2.95080 5.02777 -2.66670 0.33
H -2.23680 5.19486 -0.93110 0.24
H -4.74089 3.72528 -1.38953 0.34
H -3.57007 3.32979 0.05936 -0.12
H -3.83298 1.70568 -2.80504 0.38
H -2.37407 1.48753 -1.53865 0.20
H -4.88378 1.59992 0.24933 0.28
H -5.48749 0.76930 -1.32925 0.40
H -4.79129 -1.16033 0.29173 0.05
H -3.78410 -1.11521 -1.30040 0.28
H -1.58731 -0.86170 -0.16499 0.19
H -2.59454 -1.46110 1.31082 0.11
H -1.06199 0.55682 1.84975 -0.24
H -1.95044 1.70913 0.65438 -0.74
H -4.13383 0.46056 2.49610 0.16
H -3.73403 2.25326 2.06315 0.15
H -2.69154 0.39832 4.56757 0.12
H -3.45841 2.12088 4.59237 0.31
H -0.41822 1.26646 4.09235 0.23
H -1.15341 2.54624 5.26288 0.38
H -1.23658 4.38184 3.73192 0.39
H -1.46599 3.36768 2.12188 -0.27
H 1.23966 3.36867 3.96613 0.29
H 1.05537 4.45106 2.42685 0.28
H 2.45805 2.20876 2.04230 0.37
H 0.96981 1.11522 2.41955 0.16
H -0.02216 3.04723 0.27282 -0.75
H 3.07364 2.08313 -0.23364 0.18
H 2.30116 4.52227 -1.82014 0.26
H 3.12126 4.56597 -0.03275 0.05
H 1.21542 4.79730 -0.26318 0.19
O 4.77376 -2.64860 -0.10452 -0.66
C 4.27972 -2.00949 -1.01865 0.38
O 3.02213 -1.47835 -0.99496 -0.29
C 2.73627 -0.89473 -2.26517 -0.20
C 4.07994 -0.61735 -2.88690 -0.42
C 4.93425 -1.73193 -2.33801 0.07
H 2.14579 -1.60643 -2.85167 0.22
H 2.15356 0.02077 -2.12759 0.09
H 4.05058 -0.58586 -3.97928 0.35
H 4.46155 0.34726 -2.53066 0.18
H 4.88030 -2.62994 -2.95970 0.11
H 5.97099 -1.41438 -2.20479 0.16
O 4.12321 7.06638 -0.26136 -0.58
C 4.98418 6.82331 -1.09072 0.50
O 5.23244 7.59286 -2.19087 -0.36
C 6.22545 6.95600 -2.99344 -0.41
C 6.96110 6.03282 -2.05777 -0.52
C 5.88602 5.62632 -1.08188 -0.25
H 5.72551 6.41481 -3.80358 0.27
H 6.88838 7.71028 -3.42727 0.30
H 7.43115 5.18789 -2.56797 0.32
H 7.74565 6.58813 -1.52945 0.25
H 5.32652 4.75467 -1.43260 0.17
H 6.29562 5.44859 -0.08486 0.31
O -4.85469 -3.39934 1.36380 -0.58
C -4.57294 -3.95613 2.41202 0.47
O -4.58466 -5.30950 2.59219 -0.38
C -4.31175 -5.60197 3.96177 -0.34
C -3.59789 -4.38678 4.49340 -0.71
C -4.21188 -3.26639 3.69267 0.14
H -5.26124 -5.78442 4.47592 0.17
H -3.69287 -6.50135 4.03054 0.35
H -3.70596 -4.26248 5.57415 0.34
H -2.52714 -4.45650 4.26616 0.29
H -5.12253 -2.88296 4.16119 0.28
H -3.49656 -2.45945 3.51783 -0.05
O -8.02865 -5.26873 3.75693 -0.60
C -8.13259 -6.34222 3.18684 0.50
O -8.30468 -7.53809 3.82281 -0.35
C -8.27641 -8.58952 2.85871 -0.43
C -8.62203 -7.93543 1.54660 -0.48
C -8.04511 -6.55146 1.70538 -0.28
H -7.27409 -9.03052 2.85207 0.26
H -9.00141 -9.36124 3.13336 0.30
H -8.23131 -8.47563 0.68018 0.33
H -9.71172 -7.86906 1.44081 0.25
H -6.99590 -6.51045 1.39995 0.17
H -8.63515 -5.80660 1.16644 0.32
O 7.42691 0.23322 -4.86805 -0.59
C 7.82947 -0.91415 -4.96634 0.44
O 7.35100 -1.96316 -4.23502 -0.21
C 8.12107 -3.12807 -4.52788 -0.47
C 8.74218 -2.86602 -5.87490 -0.50
C 8.94081 -1.37144 -5.86188 -0.40
H 8.87236 -3.25694 -3.74167 0.28
H 7.46951 -4.00663 -4.54298 0.31
H 9.66481 -3.42864 -6.04032 0.32
H 8.03459 -3.13548 -6.66845 0.27
H 9.89857 -1.09210 -5.41413 0.26
H 8.84163 -0.94482 -6.86267 0.27

=====

22
Properties=species:S:1:pos:R:3:nbo_charge:R:1 method="wB97M-V/def2-TZVPD" total_charge=-1 e_above_lowest_ev=1.7063 largest_force_ev_per_a=5.3
C -0.33136 2.70177 -0.39460 -0.25
C -0.25638 1.90939 -1.46667 -0.24
C -0.03910 2.16730 0.85705 -0.25
C 0.17015 0.58944 -1.42761 -0.18
C 0.38273 0.85309 0.91955 0.04
C 0.60292 0.04162 -0.25070 -0.09
C 0.86870 0.07883 2.08287 -0.48
C 1.28132 -1.15190 1.41407 -0.36
C 0.99257 -1.26698 0.10810 0.33
N -1.92853 -1.85079 -1.00621 -0.57
O -1.19916 -2.93120 -1.49408 -0.67
O 1.10471 -2.25269 -0.70641 -0.80
H -0.38459 3.80985 -0.61914 0.19
H -0.47933 2.24016 -2.47259 0.19
H 0.05217 2.65406 1.80615 0.19
H 0.32911 -0.05730 -2.30852 0.22
H 1.74907 0.62159 2.45958 0.21
H 0.01119 -0.12821 2.71714 0.21
H 1.82305 -1.82179 2.18977 0.17
H -1.64964 -1.71725 0.02098 0.31
H -2.92712 -1.94313 -0.98778 0.32
H -0.17250 -2.54588 -1.44093 0.50

=====

55
Properties=species:S:1:pos:R:3:nbo_charge:R:1 method="wB97M-V/def2-TZVPD" e_above_lowest_ev=2.6232 largest_force_ev_per_a=3.9
Cu -2.41461 -0.31070 2.38060 0.73
C 6.60254 0.68240 0.42796 -0.61
C 5.63885 1.86484 0.21315 -0.40
C 4.18035 1.45831 -0.01780 -0.43
C 3.36397 1.25957 1.23575 -0.20
N 1.88454 0.99175 1.07853 -0.21
C 1.20955 0.11539 2.15635 -0.22
C 0.09717 -0.70749 1.58956 -0.44
C 0.24592 -0.60269 0.08612 -0.47
C 1.60810 0.06070 -0.15146 -0.21
C 1.06396 2.28181 0.79857 -0.46
H 6.42472 0.16211 1.36911 0.20
H 7.66900 0.80866 0.24134 0.23
H 6.34084 -0.00560 -0.37596 0.19
H 5.98892 2.36881 -0.68772 0.22
H 5.86272 2.47885 1.08549 0.21
H 4.21102 0.51109 -0.55626 0.21
H 3.72049 2.15024 -0.72339 0.22
H 3.28754 2.20320 1.77596 0.22
H 3.74152 0.40038 1.79014 0.22
H 0.93002 0.56715 3.10812 0.25
H 2.02518 -0.58691 2.32848 0.20
H -0.87610 -0.39022 1.96396 0.17
H 0.15369 -1.77350 1.80987 0.27
H -0.57310 0.01233 -0.28678 0.23
H 0.14113 -1.61939 -0.29262 0.23
H 1.69101 0.66880 -1.05226 0.22
H 2.38833 -0.70033 -0.13838 0.21
H 0.02617 1.96676 0.68978 0.27
H 1.46901 2.89184 -0.00883 0.21
H 1.09347 2.90743 1.69066 0.22
C -5.02038 -0.98917 -1.63199 -0.42
N -3.64110 -1.16119 -0.90137 -0.24
C -3.87125 -0.85132 0.55289 -0.49
C -3.06032 -2.62793 -1.02398 -0.40
C -2.64583 -0.10617 -1.50189 -0.25
C -2.59549 -0.12351 -2.99676 -0.10
O -1.91795 -1.25953 -3.48037 -0.73
H -5.69106 -1.71376 -1.17018 0.23
H -5.01286 -1.44713 -2.62109 0.21
H -5.43105 0.01926 -1.58176 0.24
H -2.88046 -0.65820 0.96418 0.19
H -4.32078 -1.74369 0.98843 0.25
H -4.47791 0.05393 0.52882 0.25
H -3.73442 -3.32090 -0.52051 0.23
H -2.11997 -2.46686 -0.49681 0.24
H -3.01194 -2.82632 -2.09468 0.22
H -1.66165 -0.30050 -1.07557 0.23
H -3.02340 0.88977 -1.27026 0.26
H -2.03512 0.73281 -3.37201 0.18
H -3.53482 -0.23658 -3.53803 0.20
H -0.98936 -1.13465 -3.27127 0.46
Br -4.64246 0.16567 2.91273 -0.77
Br -1.99502 1.49217 0.92257 -0.72
Br -1.88134 -2.50156 2.15073 -0.76

=====

22
Properties=species:S:1:pos:R:3:nbo_charge:R:1 method="wB97M-V/def2-TZVPD" total_charge=+1 e_above_lowest_ev=1.8686 largest_force_ev_per_a=5.0
C 1.62474 -1.16655 -0.51285 -0.29
C 2.89506 -0.81696 -0.48347 -0.27
C 1.44386 0.91927 0.42730 -0.59
C 0.72372 -0.30894 0.13560 0.02
C -1.50199 0.49688 1.14833 -0.47
C -1.69114 1.03061 -0.18751 0.23
C -0.59448 -0.55910 0.45013 0.00
C -1.31420 -1.84130 0.09270 -0.65
N -1.05800 2.06935 -0.77338 -0.72
S 3.25363 0.71702 0.26279 0.39
H 1.29158 -2.13242 -1.10771 0.25
H 3.72977 -1.29313 -0.99758 0.26
H 1.14264 1.57919 1.31090 0.25
H -0.77194 1.16725 1.65076 0.24
H -2.33582 -0.07326 1.65559 0.29
H -2.24914 0.47698 -0.89598 0.22
H -1.07369 -2.51684 1.00421 0.25
H -1.03187 -2.26787 -0.91819 0.24
H -2.30621 -1.79061 0.23170 0.22
H -1.06875 2.17078 -1.81706 0.45
H 1.30170 1.51410 -0.50450 0.25
H -0.40945 2.62557 -0.17180 0.42